## i
{
  "formula": "H3O2PS",
  "method": "ωB97M-V/def2-TZVPD",
  "multiplicity": 1,
  "homo_ev": [-8.31, -8.31],
  "homo_lumo_gap_ev": [7.45, 7.45],
  "e_lumo_ev": [-0.8608, -0.8596],
  "symbols": ["O", "O", "P", "S", "H", "H", "H"],
  "positions_angstrom": [[1.392, 0.354, 0.549], [0.165, -1.625, -0.416], [0.001, -0.523, 0.765], [-2.308, 0.630, -0.577], [1.378, 1.264, 0.955], [0.959, -1.730, -0.936], [-1.587, 1.631, -0.341]],
  "lowdin_charge": [-0.347, -0.342, 0.844, 0.151, 0.082, 0.062, -0.450]
}

## ii
{
  "formula": "H3O2PS",
  "method": "ωB97M-V/def2-TZVPD",
  "multiplicity": 1,
  "homo_ev": -9.54,
  "smiles": "O[PH](O)=S",
  "homo_lumo_gap_ev": 9.86,
  "e_lumo_ev": 0.3158,
  "symbols": ["O", "O", "P", "S", "H", "H", "H"],
  "positions_angstrom": [[1.304, -0.050, 0.901], [-1.282, -0.854, 0.075], [-0.187, 0.140, -0.393], [0.640, -0.309, -2.040], [2.033, 0.394, 0.487], [-1.564, -0.672, 1.021], [-0.944, 1.351, -0.051]],
  "lowdin_charge": [-0.338, -0.285, 0.234, 0.263, -0.029, 0.115, 0.040]
}

Most stable: ii

## i
{
  "formula": "C2H9NO",
  "method": "ωB97M-V/def2-TZVPD",
  "multiplicity": 1,
  "homo_ev": -9.19,
  "smiles": "CN.CO",
  "homo_lumo_gap_ev": 9.98,
  "e_lumo_ev": 0.7948,
  "symbols": ["C", "C", "H", "H", "H", "H", "H", "H", "H", "H", "H", "N", "O"],
  "positions_angstrom": [[2.135, 0.521, 0.117], [-1.659, 0.813, -0.120], [0.400, -0.667, -0.119], [1.742, -1.270, -0.948], [3.142, 0.558, 0.591], [2.185, 1.167, -0.801], [1.499, 0.957, 0.978], [-2.066, -0.905, 1.081], [-0.777, 1.017, -0.948], [-2.575, 1.546, -0.411], [-1.257, 1.060, 0.874], [1.409, -0.831, -0.068], [-1.876, -0.706, 0.025]],
  "lowdin_charge": [-0.191, -0.150, -0.008, 0.057, 0.053, 0.060, 0.074, 0.158, 0.110, 0.105, 0.048, -0.072, -0.245]
}

## ii
{
  "formula": "C2H9NO",
  "method": "ωB97M-V/def2-TZVPD",
  "multiplicity": 1,
  "homo_ev": -9.93,
  "smiles": "NCO.C",
  "homo_lumo_gap_ev": 10.86,
  "e_lumo_ev": 0.9277,
  "symbols": ["C", "H", "H", "H", "H", "N", "C", "O", "H", "H", "H", "H", "H"],
  "positions_angstrom": [[1.924, 1.810, 1.035], [2.166, 0.799, 1.572], [1.076, 2.215, 1.616], [1.657, 1.610, 0.048], [2.784, 2.411, 1.186], [-1.952, -0.736, 0.020], [-0.617, -1.120, -0.329], [0.327, -0.176, -0.834], [-2.167, 0.130, 0.424], [-2.552, -0.730, -0.780], [-0.020, -1.447, 0.556], [-0.816, -1.826, -1.158], [1.072, -0.746, -1.173]],
  "lowdin_charge": [-0.052, 0.057, 0.024, -0.038, -0.008, 0.034, -0.353, -0.123, 0.050, 0.061, 0.121, 0.119, 0.108]
}

## iii
{
  "formula": "C2H9NO",
  "method": "ωB97M-V/def2-TZVPD",
  "multiplicity": 1,
  "homo_ev": -10.34,
  "smiles": "[H][H].C1CO1.N",
  "homo_lumo_gap_ev": 11.32,
  "e_lumo_ev": 0.9783,
  "symbols": ["N", "H", "H", "H", "H", "C", "O", "C", "H", "H", "H", "H", "H"],
  "positions_angstrom": [[1.214, -0.925, -2.720], [0.294, -0.759, -2.313], [2.514, 0.153, 3.740], [1.924, -0.932, -1.997], [1.264, -1.899, -2.980], [-0.626, 0.637, 1.598], [-1.454, 0.384, 0.445], [-0.050, 0.169, 0.357], [-0.681, 1.697, 1.809], [-0.509, -0.007, 2.465], [0.509, 0.800, -0.329], [0.265, -0.869, 0.280], [2.191, -0.177, 3.207]],
  "lowdin_charge": [0.010, 0.002, 0.017, 0.001, 0.001, -0.164, -0.069, -0.211, 0.108, 0.097, 0.103, 0.101, 0.005]
}

Most stable: ii